Entry 1:
# C52H45BrCsN4O7PS2

C52H45BrCsN4O7PS2 as an isolated structure (ωB97M-V/def2-TZVPD, the OMol25 dataset).

Its lowest unoccupied orbital energy (alpha / beta) is 0.1174 / 0.1226 hartree. For the energy above the lowest of the compared OMol25 structures with the same formula, charge and spin, the calculation gives 36.38 kJ/mol. The value obtained for the max |F| is 0.84 eV/A. The net charge is -2.

```
113
Properties=species:S:1:pos:R:3:forces:R:3:mulliken_charge:R:1
Cs 1.09042 -0.97822 1.54656 -0.2 0.0 -0.8 0.67
C 3.57194 1.46737 -0.56224 0.0 -0.1 0.0 -0.53
C 2.31143 1.45295 -1.13423 0.0 0.1 0.0 0.23
C 1.80018 0.27544 -1.67318 0.0 0.1 0.0 -0.54
C 2.54824 -0.89732 -1.65249 0.1 -0.1 0.1 0.36
C 3.81982 -0.87538 -1.07252 0.0 0.0 -0.1 -0.16
C 4.32600 0.29758 -0.53740 0.0 0.1 0.0 -0.50
P 1.78299 -2.42316 -2.32886 0.0 -0.1 0.2 0.54
C 2.48539 -2.42108 -4.03324 0.0 0.0 0.0 0.21
C 3.37913 -1.46698 -4.51849 0.0 -0.1 0.0 -0.41
C 3.82499 -1.51161 -5.83397 0.0 0.0 0.0 -0.62
C 3.39391 -2.51519 -6.68819 0.0 0.0 0.0 -0.44
C 2.50221 -3.47190 -6.21942 0.0 0.0 0.0 -0.56
C 2.04803 -3.41566 -4.91161 0.0 0.0 0.0 -0.50
C 2.70405 -3.74022 -1.43668 0.0 0.0 0.0 -0.70
C 3.57083 -4.62442 -2.07472 0.0 0.0 -0.1 -0.19
C 4.22098 -5.60529 -1.33314 0.0 0.0 0.0 -0.67
C 3.99746 -5.66441 0.03435 -0.1 0.1 0.1 -0.50
C 3.12853 -4.75248 0.64023 0.1 0.0 0.0 -0.95
C 2.42528 -3.74859 -0.04820 -0.1 0.1 -0.1 0.50
H 3.94617 2.36653 -0.08941 0.0 0.0 0.0 0.24
H 1.70050 2.34794 -1.13446 0.0 0.0 0.0 0.41
H 0.78432 0.26357 -2.05212 0.0 0.0 0.0 -0.03
H 4.39261 -1.79352 -1.01270 0.0 0.0 0.0 0.47
H 5.30084 0.29721 -0.06451 0.0 0.0 0.0 0.38
H 3.72374 -0.67860 -3.86233 0.0 0.0 0.0 0.28
H 4.51440 -0.75508 -6.19001 0.0 0.0 0.0 0.37
H 3.74315 -2.54962 -7.71325 0.0 0.0 0.0 0.35
H 2.15360 -4.25724 -6.88005 0.0 0.0 0.0 0.38
H 1.33958 -4.15705 -4.55626 0.0 0.0 0.0 0.35
H 3.75778 -4.55736 -3.14283 0.0 0.0 0.0 0.30
H 4.89559 -6.30283 -1.81879 0.0 0.0 0.0 0.37
H 4.50041 -6.42016 0.63396 0.0 0.0 0.0 0.32
H 3.01296 -4.84076 1.72250 -0.1 0.0 0.0 0.46
O -3.82671 5.95532 -3.94772 -0.1 0.0 0.0 -0.83
N -3.16362 5.65068 -2.91592 0.2 0.1 -0.1 0.97
O -2.88370 6.52991 -2.04713 -0.1 0.0 0.0 -0.79
C -2.71950 4.34346 -2.77331 0.0 -0.1 0.0 -0.48
C -3.05180 3.43942 -3.77941 0.0 0.0 0.0 -1.00
C -2.62523 2.09783 -3.73649 0.0 0.0 0.0 1.66
C -2.87247 1.18860 -4.79222 0.0 0.1 0.0 -0.96
C -2.37693 -0.08583 -4.72553 0.0 -0.1 0.0 -1.17
C -1.63974 -0.46422 -3.59371 -0.1 0.0 0.0 -0.40
N -1.43012 0.34572 -2.57314 0.0 0.0 0.0 0.02
C -1.90570 1.59775 -2.62667 0.1 0.0 0.0 -0.46
C -1.61730 2.51099 -1.51572 0.0 -0.1 0.0 -0.01
N -1.02943 1.97519 -0.43058 0.1 0.0 -0.1 0.83
C -0.64262 2.77265 0.54494 -0.1 0.2 0.1 -0.56
C -0.80837 4.15513 0.48798 0.0 0.0 -0.1 -0.88
C -1.47397 4.70962 -0.58154 0.0 0.0 0.0 -0.83
C -1.94415 3.88598 -1.62124 0.0 0.0 0.0 0.42
H -3.61857 3.80153 -4.62265 0.0 0.0 0.0 0.51
H -3.43181 1.53265 -5.65534 0.0 0.0 0.0 0.41
H -2.52763 -0.79252 -5.53309 0.0 0.0 0.0 0.42
H -1.18568 -1.44968 -3.52826 0.0 0.0 0.0 0.62
H -0.21199 2.30112 1.42494 0.1 0.0 0.0 0.50
H -0.44609 4.79209 1.28509 0.0 0.0 0.0 0.57
H -1.66505 5.76759 -0.63840 0.0 0.0 0.0 0.60
Br -1.39310 -2.31661 3.75128 -0.1 -0.2 0.2 -0.08
C -3.05052 -2.55435 2.87472 0.1 0.1 -0.1 0.37
C -4.20924 -2.54448 3.58794 -0.1 0.0 -0.1 -0.41
C -5.44170 -2.64065 2.89949 0.1 0.0 0.1 -0.57
C -5.47726 -2.73261 1.53916 0.0 0.0 0.0 -0.87
C -4.28207 -2.73936 0.77785 0.0 0.0 -0.1 1.17
C -4.27154 -2.79805 -0.63942 0.0 0.0 0.0 -1.09
C -3.10097 -2.76870 -1.34252 0.0 0.0 0.0 -0.47
C -1.84812 -2.68133 -0.67699 0.1 0.1 0.0 -0.18
C -1.88925 -2.62715 0.66605 -0.1 -0.1 0.0 0.30
C -3.04046 -2.65528 1.46018 0.1 0.0 0.1 -0.33
H -4.18759 -2.43575 4.66305 0.0 0.0 0.0 0.42
H -6.36221 -2.62030 3.46869 0.0 0.0 0.0 0.37
H -6.42649 -2.78648 1.01868 0.0 0.0 0.0 0.36
H -5.21875 -2.85088 -1.16323 0.0 0.0 0.0 0.32
H -3.12248 -2.79315 -2.42423 0.0 0.0 0.0 0.40
H -0.91853 -2.64190 -1.23718 0.0 0.0 0.0 0.23
C 5.15208 -0.33089 4.09521 0.0 0.0 0.0 -1.08
S 4.42480 -1.30018 2.77369 0.0 0.0 -0.1 1.09
C 5.50716 -2.73000 2.88444 0.0 0.0 0.0 -1.11
O 3.10077 -1.76288 3.28238 0.4 -0.2 0.4 -0.81
H 6.20577 -0.15082 3.87853 0.0 0.0 0.0 0.35
H 5.02329 -0.86924 5.03507 0.0 0.0 0.0 0.36
H 4.59379 0.60435 4.08908 0.0 0.0 0.0 0.20
H 6.52348 -2.42980 2.62539 0.0 0.0 0.0 0.38
H 5.13164 -3.45054 2.15825 0.0 0.0 0.0 0.17
H 5.46189 -3.14461 3.89200 0.0 0.0 0.0 0.36
C -4.41840 1.37241 0.00804 0.0 0.0 0.0 -1.30
C -3.80969 1.85964 1.29197 0.0 0.0 0.0 0.09
C -3.83647 3.19240 1.67321 -0.1 0.0 0.0 -0.35
C -3.25891 3.60215 2.87261 0.0 0.0 0.0 -0.78
C -2.65453 2.66622 3.69193 0.1 0.0 0.0 0.03
C -2.59234 1.32597 3.31547 -0.1 0.1 0.0 -0.77
C -3.17077 0.94092 2.12611 0.1 0.0 0.0 0.90
S -1.92915 3.13680 5.23580 0.1 -0.1 0.1 1.38
O -2.16475 4.54446 5.41395 0.0 0.1 0.1 -0.73
O -2.37535 2.19161 6.22466 0.0 0.1 0.0 -0.73
N -0.31768 2.92042 5.08428 -0.1 0.1 -0.1 -0.36
C 0.36050 3.77903 4.09442 -0.1 -0.1 0.1 0.71
C 1.78099 3.27470 3.89900 0.0 0.1 0.0 -1.18
C 1.88215 1.86251 3.30139 0.1 0.0 0.0 0.74
O 0.86881 1.11812 3.43129 -0.1 0.2 0.2 -0.76
O 2.95974 1.55557 2.75307 0.0 -0.1 0.1 -0.67
H -4.90029 2.18159 -0.54032 0.0 0.0 0.0 0.36
H -5.15934 0.59398 0.21262 0.0 0.0 0.0 0.51
H -3.65343 0.92495 -0.62935 0.0 0.0 0.0 -0.08
H -4.29682 3.92774 1.02329 0.0 0.0 0.0 0.35
H -3.26967 4.64243 3.16895 0.0 0.0 0.0 0.53
H -2.09777 0.59989 3.94711 0.0 0.0 0.0 0.30
H -3.11190 -0.09047 1.80679 0.0 -0.1 0.0 0.15
H -0.11891 1.94966 4.80636 0.0 0.0 0.0 0.33
H 0.35668 4.80340 4.46565 0.0 0.0 0.0 0.50
H -0.18144 3.76271 3.14288 0.1 0.0 0.0 -0.73
H 2.28164 3.24826 4.87218 0.1 0.0 0.0 0.31
H 2.34340 3.95909 3.26190 0.0 0.0 0.0 0.39
```
Positions in Å, forces in eV/Å.

Entry 2:
# C17H23ClN2Pt

C17H23ClN2Pt as an isolated structure in a non-equilibrium geometry (ωB97M-V/def2-TZVPD, the OMol25 dataset).

Its lowest unoccupied orbital energy (alpha / beta) is -0.2221 / -0.3925 hartree. For the energy above the lowest of the compared OMol25 structures with the same formula, charge and spin, the calculation gives 0.00 kJ/mol. The multiplicity is 5. The value obtained for the max |F| is 2.13 eV/A. The net charge is +2.

```
44
Properties=species:S:1:pos:R:3:forces:R:3:lowdin_spin:R:1
C -6.21286 0.29489 -2.80260 -1.1 0.0 -0.5 0.00
C -6.61226 -1.12797 -3.20470 0.1 0.1 0.1 0.00
C -7.19972 0.86501 -1.77952 0.2 0.0 0.0 0.00
C -6.12873 1.20069 -4.03479 0.1 -0.1 0.1 0.00
Cl -4.56743 0.22720 -2.02930 0.4 0.0 0.2 0.00
H -8.19954 0.91319 -2.22606 0.2 0.0 0.0 0.00
H -6.91471 1.87390 -1.47640 0.0 -0.1 0.0 0.00
H -7.25511 0.23408 -0.89081 0.0 0.0 -0.1 0.00
H -7.60341 -1.10913 -3.67233 0.2 0.1 0.1 0.00
H -6.66023 -1.78521 -2.33482 0.0 0.1 0.0 0.00
H -5.90636 -1.54792 -3.92327 0.0 0.0 0.0 0.00
H -7.11283 1.25403 -4.51453 0.1 -0.1 0.1 0.00
H -5.41698 0.81041 -4.76428 0.0 0.0 0.1 0.00
H -5.83015 2.21398 -3.76064 0.0 -0.1 0.0 0.00
C 0.53814 -1.51024 1.83458 -1.9 0.0 -0.3 0.12
C -0.44925 -0.49653 2.23602 0.1 -1.3 0.2 0.20
C -1.68879 -0.78542 1.55118 0.5 0.4 0.6 0.32
H -0.27845 0.17961 3.07224 -0.3 -0.2 -0.3 0.00
C -1.46685 -1.84851 0.65110 0.3 -0.4 -0.2 0.31
C -0.10400 -2.27942 0.74542 -0.2 -0.3 1.9 0.29
H 0.28905 -3.19945 0.31120 -0.3 0.4 -0.1 0.01
H 1.48830 -1.66277 2.32964 -0.1 -0.2 0.0 0.00
H -2.63358 -0.29057 1.75347 0.2 -0.1 -0.2 0.01
H -2.21505 -2.35281 0.03991 0.2 0.4 0.1 0.01
C 1.17466 1.68141 -1.23856 0.4 1.6 0.9 0.28
C 1.59800 1.83603 0.16984 -1.3 0.7 -0.8 0.13
C 0.37593 2.14141 0.92185 0.7 0.7 -0.8 0.21
H 2.59686 1.78818 0.58732 -0.1 0.3 -0.2 0.00
C -0.68544 2.36058 -0.03186 0.0 0.1 1.0 0.34
C -0.20028 2.06996 -1.32376 0.5 -0.2 -0.4 0.32
H -0.72262 2.19605 -2.26866 -0.1 -0.2 0.3 0.01
H 1.85323 1.58179 -2.08439 -0.5 -0.2 0.2 0.01
H 0.38888 2.36261 1.98735 -0.2 0.0 -0.4 0.00
H -1.68040 2.73171 0.21944 0.3 -0.3 -0.2 0.01
Pt 0.69391 -0.05467 0.31870 -1.9 0.4 0.0 1.11
N 2.70564 -2.15986 -0.00178 1.5 0.3 -0.6 0.01
C 3.99021 -2.37912 -0.33794 -0.8 1.3 -0.2 0.06
C 4.44647 -1.21580 -0.96229 0.3 0.3 -0.3 0.02
C 3.38948 -0.31394 -0.98116 0.4 -1.9 0.8 0.02
N 2.32862 -0.91514 -0.38186 1.4 -0.7 -0.8 0.18
H 2.10343 -2.78648 0.51412 0.1 0.3 -0.3 0.00
H 4.45401 -3.29622 -0.09408 0.5 -0.7 0.1 0.00
H 5.42613 -0.98634 -1.35424 0.0 -0.4 0.1 0.00
H 3.36632 0.70829 -1.31666 0.1 -0.3 0.0 0.00
```
Positions in Å, forces in eV/Å.

Entry 3:
# C32H39Cl2NO8PS2Ti

C32H39Cl2NO8PS2Ti as an isolated structure (ωB97M-V/def2-TZVPD, the OMol25 dataset).

Its lowest unoccupied orbital energy (alpha / beta) is 0.0872 / 0.0890 hartree. For the energy above the lowest of the compared OMol25 structures with the same formula, charge and spin, the calculation gives 34.28 kJ/mol. The value obtained for the max |F| is 0.68 eV/A. The net charge is -1.

```
86
Properties=species:S:1:pos:R:3:forces:R:3:mulliken_charge:R:1
Ti -0.27714 0.96665 0.19908 -0.5 0.0 -0.4 -0.03
C 3.06905 3.16178 4.91025 0.0 0.0 0.0 -1.57
C 1.90319 2.55721 4.12034 0.0 0.0 0.0 1.42
C 1.23526 1.45897 4.94149 0.0 0.0 0.0 -1.61
C 2.35768 2.09634 2.74436 0.0 0.0 0.0 0.24
C 2.18479 0.78957 2.29500 0.0 0.0 0.0 0.10
C 2.56880 0.41009 1.01446 0.0 0.0 0.0 -0.75
C 3.13213 1.32793 0.12632 0.0 0.0 0.0 1.40
C 3.47601 0.92518 -1.28133 0.0 0.0 0.0 -1.31
C 3.32248 2.62543 0.58317 0.0 0.0 0.0 -1.17
C 2.94262 2.99988 1.86357 0.0 0.0 0.0 -0.72
H 3.85584 2.41547 5.05333 0.0 0.0 0.0 0.39
H 2.73205 3.49439 5.89502 0.0 0.0 0.0 0.45
H 3.51034 4.01815 4.39845 0.0 0.0 0.0 0.34
H 1.15890 3.34516 3.95715 0.0 0.0 0.0 -0.07
H 1.94885 0.66379 5.18196 0.0 0.0 0.0 0.36
H 0.38794 1.01077 4.41840 0.1 0.0 0.0 0.15
H 0.86479 1.87093 5.88230 0.0 0.0 0.0 0.38
H 1.72446 0.04996 2.93558 0.0 0.0 0.0 0.10
H 2.40251 -0.61140 0.69965 0.1 -0.1 0.0 0.54
H 2.56458 0.76044 -1.85760 0.0 0.0 0.0 0.09
H 4.03791 -0.01071 -1.29924 0.0 0.0 0.0 0.34
H 4.06952 1.69380 -1.77832 0.0 0.0 0.0 0.42
H 3.74842 3.36736 -0.08403 0.0 0.0 0.0 0.27
H 3.07478 4.03309 2.16872 0.0 0.0 0.0 0.27
Cl -3.02255 5.51553 5.14708 0.0 0.0 0.0 -0.27
C -2.38638 4.19906 4.18757 0.0 0.0 0.0 0.36
C -2.63920 2.88986 4.60742 0.0 0.0 0.0 -0.81
C -2.12801 1.85632 3.85708 0.1 0.1 -0.1 0.73
Cl -2.39997 0.22298 4.36801 0.0 -0.1 0.0 -0.23
C -1.36839 2.06626 2.68869 0.3 0.3 0.1 -0.24
O -0.87521 1.05522 2.01420 -0.6 -0.1 -0.3 0.69
C -1.14320 3.41594 2.27770 0.1 -0.1 0.0 0.81
C -0.41831 3.69614 1.09301 0.1 0.0 0.0 -1.06
O 0.10881 2.77284 0.36222 0.1 0.0 -0.1 -0.46
C -1.66280 4.47067 3.06188 0.0 0.0 0.0 -1.09
H -3.22000 2.69417 5.49684 0.0 0.0 0.0 0.45
H -0.27431 4.72378 0.76649 0.0 0.0 0.0 0.29
H -1.48379 5.49664 2.76403 0.0 0.0 0.0 0.40
C -0.16671 -2.49077 2.80542 0.0 0.0 0.0 -1.23
C 0.02070 -3.37130 1.57644 0.0 0.0 0.0 1.65
C -1.28658 -4.04189 1.17227 0.0 0.0 0.0 -1.51
C 1.10761 -4.40862 1.80539 0.0 0.0 0.0 -1.81
O 0.54817 -2.53180 0.50354 -0.1 -0.2 0.0 -0.05
P -0.35460 -1.64995 -0.47817 0.0 0.4 0.1 1.50
O 0.56731 -0.56006 -1.01748 0.4 0.1 0.2 -0.32
O -1.47891 -0.96648 0.23939 0.1 -0.2 0.0 -1.09
O -0.86963 -2.62353 -1.59997 0.0 0.0 -0.1 0.00
C -0.10249 -3.11831 -2.74211 0.1 -0.1 0.0 1.79
C -0.94077 -4.26814 -3.27694 0.0 0.0 0.0 -1.69
C 0.01661 -2.01109 -3.77933 -0.1 0.0 0.0 -1.10
C 1.27268 -3.60492 -2.29465 0.0 0.0 0.0 -1.46
H -0.67437 -3.04472 3.59873 0.0 0.0 0.0 0.49
H -0.76861 -1.61791 2.55315 0.0 0.0 0.0 0.11
H 0.80362 -2.15965 3.18429 0.0 0.0 0.0 0.25
H -1.59826 -4.71559 1.97272 0.0 0.0 0.0 0.55
H -1.15845 -4.62486 0.25868 0.0 0.0 0.0 0.20
H -2.07293 -3.30315 1.01304 0.0 0.0 0.0 0.27
H 0.87067 -5.00970 2.68613 0.0 0.0 0.0 0.40
H 2.06642 -3.91370 1.96736 0.0 0.0 0.0 0.33
H 1.19564 -5.07188 0.94201 0.0 0.0 0.0 0.37
H -1.92295 -3.89898 -3.56641 0.0 0.0 0.0 0.31
H -1.05445 -5.03837 -2.51071 0.0 0.0 0.0 0.38
H -0.45087 -4.71067 -4.14754 0.0 0.0 0.0 0.37
H -0.98302 -1.71045 -4.09773 0.1 0.0 0.0 0.04
H 0.55250 -2.39275 -4.65109 0.0 0.0 0.0 0.57
H 0.54967 -1.14895 -3.37804 0.0 0.0 0.0 0.02
H 1.17877 -4.38485 -1.53625 0.0 0.0 0.0 0.18
H 1.86400 -2.78558 -1.88282 0.0 0.0 0.0 0.11
H 1.80643 -4.01769 -3.15280 0.0 0.0 0.0 0.55
O -3.58562 -2.12832 -3.88304 0.1 0.1 0.0 -0.60
S -3.84606 -0.71170 -3.87608 0.0 -0.2 -0.1 1.11
O -5.21792 -0.29692 -3.96840 0.0 0.1 0.0 -0.72
N -3.09974 0.02400 -2.60856 0.0 0.1 -0.1 -0.42
C -2.19948 0.87168 -3.01360 -0.1 -0.1 0.1 0.99
S -1.29753 1.93556 -2.03291 0.1 -0.2 0.4 -0.73
C -2.00534 0.92784 -4.50289 -0.1 0.0 -0.2 0.26
C -1.09923 1.66931 -5.24165 0.0 0.0 0.1 -0.47
C -1.10504 1.52667 -6.62304 0.0 0.0 -0.1 -0.66
C -1.99426 0.66153 -7.25554 0.0 0.0 0.0 -0.43
C -2.90158 -0.08449 -6.51435 -0.1 -0.1 0.0 -0.68
C -2.88115 0.07421 -5.14440 0.0 0.0 0.1 -0.04
H -0.41116 2.33309 -4.73402 0.0 0.0 0.0 0.44
H -0.40513 2.09479 -7.22339 0.0 0.0 0.0 0.38
H -1.97411 0.56878 -8.33416 0.0 0.0 0.0 0.38
H -3.59631 -0.76537 -6.99079 0.0 0.0 0.0 0.43
```
Positions in Å, forces in eV/Å.